18
Properties=species:S:1:pos:R:3:forces:R:3:lowdin_spin:R:1 method="wB97M-V/def2-TZVPD" lumo_ev="-6.93 / -7.10" multiplicity=2 charge=+2 homo_lumo_gap_ev="5.53 / 8.90"
C 1.05099 1.42926 -4.02741 0.621 -0.511 0.359 0.002
C 2.22525 1.47713 -3.72095 -0.558 -0.848 -1.203 0.002
H 0.06695 1.18876 -4.39750 0.163 0.533 0.333 0.000
H 3.25330 1.23594 -3.99389 -0.313 0.658 0.836 0.000
H 1.25376 0.44080 -1.61211 -0.401 -0.303 0.504 0.006
Li -1.21870 3.04830 0.25332 0.009 0.030 -0.119 0.008
O -0.19067 -0.61759 0.84557 0.316 -0.173 -0.503 0.090
Yb 1.51981 -2.47983 -0.22561 0.169 -0.503 0.098 0.719
O 0.98386 -0.15830 -0.84612 0.614 0.618 -1.528 0.114
C 0.03041 0.30715 -0.05952 0.101 0.065 0.808 0.023
O -0.47707 1.40095 -0.13088 -0.220 0.308 -0.006 0.006
C -1.07078 -0.34848 1.97830 -0.619 0.378 0.405 0.004
C -1.16497 -1.60884 2.79528 0.043 -0.147 0.037 0.013
H -0.62835 0.48168 2.54110 -0.052 -0.182 -0.107 0.000
H -2.04015 -0.04342 1.56767 0.180 -0.102 0.106 0.000
H -0.18097 -1.90172 3.18342 -0.252 0.089 -0.014 0.006
H -1.83116 -1.41795 3.64585 0.175 -0.117 -0.184 0.001
H -1.58149 -2.43385 2.20345 0.025 0.207 0.177 0.004